DFT (ωB97M-V/def2-TZVPD) results for 14 unconnected molecules or ions with the total composition C33H76BrN14O14 at a distorted geometry.

Properties
LUMO energy: -4.413 eV
net charge: +1
HOMO-LUMO gap: 5.702 eV
total energy: -155023.3144 eV

Last columns: bonded neighbours and bond lengths (Å).
Geometry (Å):
1 Br -3.594 -4.496 4.124  C31 1.838
2 O 3.637 -3.559 -2.046  C59 1.222
3 O -2.948 -0.436 7.259  C37 1.215
4 O -0.496 0.124 -0.158  C47 1.232
5 O 4.927 6.022 1.538  C61 1.221
6 O -3.651 -1.688 -9.230  C50 1.219
7 O 2.006 1.459 7.606  C52 1.217
8 O -0.305 2.613 -5.340  C54 1.217
9 O -0.745 -1.204 3.282  C49 1.387, C53 1.489
10 O 2.237 9.958 3.217  C33 1.218
11 O -0.187 -5.954 0.106  C55 1.209
12 O 1.625 2.884 2.061  C56 1.225
13 O 0.123 -1.999 -5.743  C42 1.221
14 O 0.479 6.650 -1.421  C38 1.216
15 O 3.262 -8.048 -3.023  C48 1.216
16 N -1.728 -2.358 -6.982  C42 1.356, H115 1.005, H119 1.008
17 N 5.203 6.129 -0.695  C61 1.359, H84 1.005, H112 1.002
18 N -4.640 -0.357 8.749  C37 1.353, H72 1.002, H129 1.006
19 N -1.283 7.960 -1.915  C38 1.360, H90 1.006, H124 1.002
20 N 1.562 2.088 4.169  C56 1.352, H70 1.007, H73 1.007
21 N 1.313 -0.681 7.534  C52 1.358, H79 1.006, H135 1.002
22 N 5.357 -7.659 -2.308  C48 1.358, H98 1.002, H130 1.007
23 N 1.615 0.442 0.545  C47 1.341, H78 1.017, H101 1.003
24 N -0.921 1.813 -3.325  C54 1.356, H76 1.006, H121 1.005
25 N 3.309 -4.708 -3.954  C59 1.353, H82 1.005, H126 1.002
26 N 4.161 10.701 4.118  C33 1.361, H91 1.002, H120 1.005
27 N -5.610 -3.828 2.428  C31 1.296, C62 1.488, H110 1.012
28 N -1.952 -6.176 1.470  C55 1.373, H63 1.005, H75 1.002
29 N -5.491 -1.962 -10.492  C50 1.355, H67 1.002, H113 1.006
30 C 1.435 2.210 -3.750  C54 1.510, H81 1.090, H122 1.089, H127 1.089
31 C -4.512 -3.399 2.970  Br1 1.838, N27 1.296, C43 1.506
32 C 1.580 -4.761 -2.247  C59 1.508, H71 1.086, H85 1.086, H116 1.089
33 C 3.443 9.844 3.342  O10 1.218, N26 1.361, C60 1.508
34 C -0.823 -0.111 -6.882  C42 1.510, H74 1.086, H102 1.090, H117 1.088
35 C -3.261 -1.056 3.229  C43 1.522, C49 1.526, H80 1.093, H108 1.093
36 C 2.970 5.743 0.199  C61 1.505, H83 1.088, H92 1.091, H99 1.086
37 C -4.040 -0.821 7.629  O3 1.215, N18 1.353, C41 1.513
38 C -0.197 7.629 -1.166  O14 1.216, N19 1.360, C46 1.511
39 C -5.762 -1.555 2.460  C43 1.559, C62 1.535, H105 1.088, H114 1.097
40 C 1.194 -1.248 -1.152  C47 1.508, H65 1.090, H87 1.088, H97 1.089
41 C -4.797 -1.861 6.832  C37 1.513, H107 1.089, H123 1.090, H138 1.090
42 C -0.751 -1.564 -6.477  O13 1.221, N16 1.356, C34 1.510
43 C -4.263 -1.975 2.547  C31 1.506, C35 1.522, C39 1.559, H89 1.108
44 C -1.867 -7.510 -0.584  C55 1.508, H69 1.088, H132 1.088, H134 1.090
45 C -4.506 0.258 -10.323  C50 1.509, H64 1.089, H66 1.089, H131 1.088
46 C 0.116 8.549 -0.008  C38 1.511, H86 1.089, H111 1.089, H128 1.089
47 C 0.698 -0.175 -0.216  O4 1.232, N23 1.341, C40 1.508
48 C 4.443 -8.334 -3.052  O15 1.216, N22 1.358, C51 1.511
49 C -1.907 -1.134 2.528  O9 1.387, C35 1.526, C53 1.480, H68 1.091
50 C -4.501 -1.206 -9.959  O6 1.219, N29 1.355, C45 1.509
51 C 4.983 -9.449 -3.917  C48 1.511, H88 1.089, H96 1.088, H103 1.088
52 C 2.268 0.280 7.452  O7 1.217, N21 1.358, C58 1.511
53 C -1.152 -2.406 2.503  O9 1.489, C49 1.480, H125 1.086, H137 1.086
54 C 0.001 2.243 -4.221  O8 1.217, N24 1.356, C30 1.510
55 C -1.246 -6.490 0.336  O11 1.209, N28 1.373, C44 1.508
56 C 1.955 2.984 3.237  O12 1.225, N20 1.352, C57 1.505
57 C 2.821 4.119 3.714  C56 1.505, H106 1.089, H133 1.089, H136 1.089
58 C 3.665 -0.199 7.134  C52 1.511, H77 1.089, H93 1.088, H109 1.089
59 C 2.927 -4.284 -2.728  O2 1.222, N25 1.353, C32 1.508
60 C 4.226 8.754 2.653  C33 1.508, H95 1.087, H100 1.089, H118 1.089
61 C 4.441 5.968 0.419  O5 1.221, N17 1.359, C36 1.505
62 C -6.308 -2.754 1.671  N27 1.488, C39 1.535, H94 1.089, H104 1.095
63 H -1.530 -5.507 2.091  N28 1.005
64 H -4.578 0.845 -9.410  C45 1.089
65 H 0.953 -0.976 -2.179  C40 1.090
66 H -5.329 0.526 -10.984  C45 1.089
67 H -6.193 -1.585 -11.099  N29 1.002
68 H -1.828 -0.541 1.616  C49 1.091
69 H -1.178 -8.344 -0.694  C44 1.088
70 H 0.985 1.314 3.883  N20 1.007
71 H 0.952 -3.898 -2.045  C32 1.086
72 H -5.539 -0.672 9.059  N18 1.002
73 H 1.827 2.163 5.137  N20 1.007
74 H -0.900 0.506 -5.992  C34 1.086
75 H -2.828 -6.596 1.714  N28 1.002
76 H -0.680 1.488 -2.403  N24 1.006
77 H 3.723 -1.280 7.010  C58 1.089
78 H 1.316 1.187 1.169  N23 1.017
79 H 0.370 -0.402 7.745  N21 1.006
80 H -3.115 -1.242 4.296  C35 1.093
81 H 1.534 1.849 -2.726  C30 1.090
82 H 4.206 -4.414 -4.299  N25 1.005
83 H 2.419 6.541 0.694  C36 1.088
84 H 6.189 6.284 -0.578  N17 1.005
85 H 1.710 -5.320 -1.325  C32 1.086
86 H 0.096 7.975 0.916  C46 1.089
87 H 0.684 -2.178 -0.910  C40 1.088
88 H 6.062 -9.571 -3.827  C51 1.089
89 H -3.965 -2.074 1.485  C43 1.108
90 H -1.515 7.370 -2.695  N19 1.006
91 H 5.153 10.624 4.234  N26 1.002
92 H 2.695 4.791 0.653  C36 1.091
93 H 4.330 0.100 7.942  C58 1.088
94 H -7.385 -2.875 1.775  C62 1.089
95 H 3.847 7.787 2.972  C60 1.087
96 H 4.737 -9.236 -4.956  C51 1.088
97 H 2.267 -1.415 -1.077  C40 1.089
98 H 6.335 -7.875 -2.321  N22 1.002
99 H 2.686 5.730 -0.850  C36 1.086
100 H 5.293 8.793 2.865  C60 1.089
101 H 2.588 0.207 0.500  N23 1.003
102 H -1.676 0.089 -7.530  C34 1.090
103 H 4.497 -10.380 -3.632  C51 1.088
104 H -5.976 -2.769 0.627  C62 1.095
105 H -5.952 -0.561 2.061  C39 1.088
106 H 2.321 5.056 3.478  C57 1.089
107 H -4.181 -2.758 6.778  C41 1.089
108 H -3.608 -0.036 3.043  C35 1.093
109 H 4.002 0.279 6.215  C58 1.089
110 H -5.985 -4.762 2.530  N27 1.012
111 H -0.587 9.376 0.078  C46 1.089
112 H 4.816 6.096 -1.619  N17 1.002
113 H -5.507 -2.944 -10.274  N29 1.006
114 H -6.179 -1.656 3.470  C39 1.097
115 H -1.715 -3.332 -6.738  N16 1.005
116 H 1.081 -5.399 -2.975  C32 1.089
117 H 0.092 0.163 -7.405  C34 1.088
118 H 4.079 8.841 1.578  C60 1.089
119 H -2.447 -2.014 -7.597  N16 1.008
120 H 3.666 11.438 4.592  N26 1.005
121 H -1.889 1.819 -3.593  N24 1.005
122 H 1.845 3.217 -3.810  C30 1.089
123 H -4.947 -1.469 5.826  C41 1.090
124 H -1.849 8.764 -1.723  N19 1.002
125 H -1.223 -3.133 3.306  C53 1.086
126 H 2.743 -5.315 -4.517  N25 1.002
127 H 2.003 1.560 -4.414  C30 1.089
128 H 1.118 8.953 -0.137  C46 1.089
129 H -4.152 0.336 9.293  N18 1.006
130 H 5.031 -6.899 -1.734  N22 1.007
131 H -3.565 0.498 -10.813  C45 1.088
132 H -2.012 -7.054 -1.562  C44 1.088
133 H 3.016 4.080 4.785  C57 1.089
134 H -2.823 -7.885 -0.220  C44 1.090
135 H 1.515 -1.653 7.394  N21 1.002
136 H 3.765 4.092 3.171  C57 1.089
137 H -0.482 -2.611 1.674  C53 1.086
138 H -5.766 -2.125 7.257  C41 1.090